ORCA calculation (ωB97M-V with the def2-TZVPD basis set) on a 9-piece molecular cluster, C24H42O21 overall at a distorted geometry.

```
87
Properties=species:S:1:pos:R:3:forces:R:3:mulliken_charge:R:1
C -5.967350 12.807250 -35.600280 0.0 0.5 -0.3 -1.4494
C -6.394630 12.010520 -34.398780 -0.5 -0.1 -0.9 0.5314
C -5.776350 10.643830 -34.205490 0.3 0.1 -1.6 -0.4621
O -5.627150 10.556490 -32.800400 0.0 -2.4 -0.3 -0.3373
C -5.643150 11.760180 -32.253840 0.0 0.2 0.0 0.6505
O -5.390100 11.980940 -31.108720 -0.2 0.4 -0.7 -0.5313
O -5.981150 12.624560 -33.230960 0.7 2.5 2.2 -0.3404
H -6.459280 13.779540 -35.572630 0.0 0.0 0.1 0.3518
H -6.322850 12.339590 -36.518430 0.2 -0.2 0.0 0.3764
H -4.896980 13.009000 -35.641710 0.1 -0.3 0.0 0.3594
H -7.481730 12.089870 -34.397380 -0.3 -0.8 0.1 0.1993
H -4.808550 10.614200 -34.706090 0.5 0.4 0.4 0.2948
H -6.267770 9.843910 -34.759350 -0.7 -0.3 1.1 0.3568
C -8.652200 23.445770 -31.900150 -0.7 -0.1 -0.1 -1.3473
C -10.120420 23.254130 -32.374670 1.5 0.1 0.8 0.4177
C -11.033640 24.453500 -32.061260 -0.6 -0.9 -1.0 -0.4324
O -11.554790 24.747730 -33.377360 0.1 0.6 0.3 -0.3530
C -10.944770 24.033170 -34.352090 -1.5 -0.2 -1.3 0.6489
O -11.272020 24.122490 -35.521320 1.3 -0.2 2.2 -0.5559
O -10.089500 23.144820 -33.797910 -0.2 0.6 -0.8 -0.2884
H -8.349250 24.433250 -32.248290 0.1 0.0 0.1 0.3505
H -7.947100 22.720900 -32.306960 -0.3 -0.1 -0.2 0.3521
H -8.530270 23.395950 -30.818140 -0.3 0.1 0.1 0.3533
H -10.628350 22.353950 -32.028600 0.4 -0.1 0.2 0.2968
H -10.613590 25.347950 -31.601230 0.3 -0.2 -0.2 0.2862
H -11.859850 24.082270 -31.454920 -0.1 0.4 0.0 0.2712
C -13.969040 19.623580 -41.032740 -0.4 0.7 -1.2 -1.4812
C -14.131550 18.352820 -40.304530 -1.6 -0.3 -0.3 0.4523
C -13.056640 17.333910 -40.648960 -0.5 1.1 -0.2 -0.4144
O -12.598940 16.944180 -39.362480 1.1 -2.1 -1.9 -0.3049
C -13.207320 17.596450 -38.429070 0.0 1.8 3.4 0.7016
O -13.000000 17.466620 -37.243890 -0.4 -0.1 -1.3 -0.5962
O -13.991050 18.566940 -38.945650 0.2 -0.2 1.9 -0.3529
H -12.986220 20.038110 -40.808390 0.1 0.0 -0.4 0.3440
H -14.710930 20.412960 -40.912070 -0.1 -0.2 0.8 0.3482
H -14.140160 19.362550 -42.077100 0.8 0.2 -0.4 0.3862
H -15.124080 17.914130 -40.407080 -0.2 0.1 -0.5 0.2930
H -12.320760 17.930960 -41.187580 0.7 -0.8 0.0 0.3325
H -13.477270 16.516860 -41.235130 0.5 -0.2 0.2 0.2921
C -3.458550 17.549180 -33.268460 0.8 0.4 0.0 -1.4594
C -3.092370 18.197480 -31.905990 -0.8 -1.0 -0.8 0.5051
C -1.647280 18.307280 -31.556990 1.5 0.5 -0.9 -0.3560
O -1.443850 19.698530 -31.233790 -0.2 0.3 0.7 -0.3704
C -2.624780 20.379090 -31.407640 1.8 2.8 0.2 0.6861
O -2.825760 21.575040 -31.276310 0.9 -2.3 0.2 -0.5797
O -3.493670 19.564240 -31.874870 -3.4 -1.8 -0.8 -0.2925
H -3.040640 16.545970 -33.352230 -0.3 -0.3 0.6 0.4077
H -2.974920 18.018020 -34.125430 0.0 0.7 0.2 0.3558
H -4.530040 17.541040 -33.468320 0.1 -0.1 0.3 0.3545
H -3.559350 17.572760 -31.144570 -0.7 0.6 0.2 0.2049
H -1.063750 18.111780 -32.456640 0.3 -0.1 0.1 0.2425
H -1.296560 17.651830 -30.759820 -0.2 0.3 0.1 0.3027
C -2.501020 23.760280 -39.506500 -0.5 -1.7 0.9 -1.3021
C -2.700210 22.317790 -38.841290 0.2 1.8 -0.4 0.2741
C -1.994710 22.108170 -37.504210 0.4 1.6 -1.2 -0.4363
O -3.001430 21.518730 -36.742840 1.4 -1.5 1.9 -0.2980
C -4.183080 21.715500 -37.274020 -3.8 0.3 2.7 0.6908
O -5.249480 21.585630 -36.680770 2.1 -0.4 -1.1 -0.6066
O -4.081450 22.234480 -38.450640 0.1 0.6 -2.5 -0.3287
H -3.094360 23.782560 -40.420580 0.7 0.0 -0.4 0.3484
H -1.440840 24.009850 -39.549170 -0.1 -0.2 -0.7 0.3726
H -2.951050 24.556240 -38.913180 -0.1 -0.4 0.6 0.3472
H -2.468370 21.454380 -39.464880 -0.2 0.3 -0.6 0.3134
H -1.743180 23.086920 -37.095690 0.0 0.0 0.4 0.2857
H -1.060410 21.559670 -37.623870 -0.4 -0.5 0.4 0.3401
C -10.435400 15.505910 -30.331020 1.1 -0.2 -0.1 -1.3873
C -9.128070 16.000200 -29.663110 -1.5 -1.8 -0.8 0.3317
C -9.002290 17.497240 -29.666850 0.0 -0.2 -1.8 -0.3021
O -8.868710 17.841640 -28.336770 -0.2 -0.2 1.8 -0.3089
C -9.129210 16.719570 -27.543680 0.7 1.5 3.1 0.6260
O -9.208110 16.745250 -26.322930 0.1 0.2 -3.0 -0.5633
O -9.179400 15.641420 -28.283900 -0.2 -0.4 -0.1 -0.3320
H -10.371940 14.421140 -30.416830 -0.3 0.0 0.0 0.3656
H -10.461130 15.909080 -31.343390 -0.2 0.0 -0.1 0.3786
H -11.335990 15.782270 -29.782690 0.2 0.2 0.0 0.3472
H -8.314000 15.403250 -30.074250 0.3 0.5 -0.2 0.2997
H -9.880430 17.934420 -30.142090 -0.4 0.2 0.4 0.2456
H -8.197680 17.811290 -30.331740 0.5 0.2 0.6 0.2994
O -8.800340 21.829330 -39.441970 -0.1 -0.3 -0.2 -0.6232
H -8.393320 22.669050 -39.655110 0.1 0.2 0.0 0.3051
H -8.908120 21.849370 -38.491070 0.0 0.0 0.3 0.3200
O -6.946020 18.195890 -39.498430 0.2 -0.2 -0.2 -0.6470
H -7.263000 17.804240 -38.684570 -0.1 -0.1 0.2 0.3178
H -7.372170 19.052230 -39.534560 -0.1 0.3 0.0 0.3229
O -8.901890 18.127640 -35.754830 0.2 -0.2 0.0 -0.6255
H -8.644000 19.045750 -35.837280 0.1 0.3 0.0 0.3089
H -9.802320 18.159380 -35.431640 -0.3 -0.1 0.0 0.3193
```
Positions in Å, forces in eV/Å.

* total energy: -2519.7468 Eh
* frontier orbital gap: 10.80 eV
* highest occupied orbital energy: -10.75 eV
* spin multiplicity: 1